{
  "formula": "C22H30CaO2Si",
  "method": "the ωB97M-V functional and the def2-TZVPD basis",
  "species": ["C", "C", "C", "H", "C", "C", "H", "H", "H", "H", "Ca", "C", "H", "H", "H", "Si", "C", "C", "H", "C", "H", "C", "H", "C", "H", "C", "H", "C", "C", "H", "C", "H", "C", "H", "C", "H", "C", "H", "H", "H", "C", "O", "C", "C", "O", "C", "H", "H", "H", "H", "H", "H", "H", "H", "H", "H"],
  "coordinates": [[-4.082, -0.819, -0.648], [-3.290, -0.650, -1.823], [-2.307, -1.687, -1.843], [-3.449, 0.107, -2.592], [-2.507, -2.504, -0.691], [-3.599, -1.958, 0.053], [-4.054, -2.392, 0.945], [-4.962, -0.237, -0.375], [-1.563, -1.851, -2.622], [-1.971, -3.422, -0.449], [-1.667, -0.138, 0.240], [2.902, 0.341, 2.212], [3.243, -0.265, 1.367], [3.668, 0.172, 2.983], [1.992, -0.018, 2.709], [0.856, 0.332, -0.560], [1.388, 1.947, -1.307], [0.939, 2.280, -2.603], [0.102, 1.732, -3.038], [1.600, 3.279, -3.329], [1.297, 3.474, -4.359], [2.639, 4.009, -2.741], [3.186, 4.752, -3.328], [2.969, 3.790, -1.396], [3.741, 4.392, -0.917], [2.315, 2.790, -0.663], [2.534, 2.641, 0.395], [2.045, -0.907, -1.276], [3.028, -0.523, -2.212], [3.066, 0.511, -2.560], [3.943, -1.456, -2.714], [4.679, -1.130, -3.453], [3.909, -2.781, -2.270], [4.639, -3.502, -2.642], [2.941, -3.174, -1.336], [2.908, -4.206, -0.979], [2.004, -2.254, -0.851], [1.235, -2.581, -0.145], [2.938, 1.423, 2.033], [1.544, 0.478, 1.114], [-4.115, 1.906, 1.418], [-2.964, 1.082, 1.698], [-2.451, 1.077, 3.055], [-2.114, -0.342, 3.480], [-1.608, -1.090, 2.350], [-1.355, -2.481, 2.633], [-4.080, 2.165, 0.351], [-4.090, 2.818, 2.031], [-5.034, 1.340, 1.619], [-1.546, 1.704, 3.081], [-3.204, 1.490, 3.736], [-1.349, -0.322, 4.271], [-3.022, -0.836, 3.860], [-0.751, -2.583, 3.548], [-2.303, -3.030, 2.766], [-0.812, -2.893, 1.776]],
  "molar_mass_g_mol": 394.6,
  "e_above_lowest_kj_mol": 42.7,
  "gap_ev": 6.38,
  "total_energy_ha": -1973.7834,
  "fmax_ev_per_a": 4.29
}



{
  "formula": "C39H39N9O5SV",
  "method": "the ωB97M-V functional and the def2-TZVPD basis",
  "species": ["V", "C", "C", "N", "C", "S", "N", "N", "C", "C", "C", "C", "C", "C", "C", "N", "H", "H", "H", "H", "H", "H", "H", "H", "H", "H", "H", "H", "H", "O", "C", "O", "C", "C", "C", "C", "C", "C", "C", "C", "C", "N", "H", "H", "H", "H", "H", "H", "C", "N", "C", "C", "C", "N", "C", "O", "N", "H", "H", "H", "H", "H", "H", "H", "C", "O", "C", "C", "C", "C", "C", "C", "N", "C", "C", "C", "C", "C", "C", "C", "O", "H", "H", "H", "H", "H", "H", "H", "H", "H", "H", "H", "H", "H"],
  "coordinates": [[0.653, -0.727, -0.427], [-3.033, -1.776, 4.152], [-3.320, -2.232, 2.728], [-2.200, -2.940, 2.126], [-1.159, -2.360, 1.507], [-1.204, -0.661, 1.159], [-0.147, -3.171, 1.231], [0.876, -2.556, 0.607], [1.984, -3.201, 0.430], [2.170, -4.597, 0.922], [3.072, -2.395, -0.133], [4.400, -2.798, -0.136], [5.385, -1.884, -0.480], [5.030, -0.586, -0.798], [3.686, -0.263, -0.814], [2.735, -1.147, -0.525], [-3.875, -1.206, 4.547], [-2.863, -2.628, 4.811], [-2.148, -1.139, 4.171], [-4.183, -2.898, 2.701], [-3.550, -1.374, 2.098], [-2.025, -3.887, 2.428], [1.534, -4.756, 1.790], [1.857, -5.314, 0.159], [3.203, -4.808, 1.187], [4.672, -3.803, 0.147], [6.425, -2.184, -0.470], [5.770, 0.165, -1.036], [3.343, 0.728, -1.067], [0.722, 3.344, 0.006], [1.019, 2.179, 0.186], [0.817, 1.204, -0.636], [1.764, 1.777, 1.447], [2.390, 2.776, 2.219], [3.130, 2.395, 3.295], [3.200, 1.027, 3.640], [3.919, 0.563, 4.766], [3.913, -0.762, 5.094], [3.170, -1.678, 4.320], [2.476, -1.261, 3.220], [2.493, 0.100, 2.835], [1.814, 0.496, 1.718], [2.278, 3.807, 1.917], [3.657, 3.123, 3.901], [4.463, 1.280, 5.369], [4.457, -1.110, 5.962], [3.144, -2.720, 4.613], [1.871, -1.946, 2.646], [-4.464, -0.846, -0.734], [-3.980, 0.488, -0.397], [-4.500, 1.182, 0.641], [-3.966, 2.353, 1.047], [-2.811, 2.805, 0.334], [-2.314, 2.141, -0.694], [-2.843, 0.965, -1.068], [-2.371, 0.257, -1.961], [-2.181, 3.934, 0.691], [-5.503, -0.940, -0.426], [-3.857, -1.607, -0.238], [-4.381, -0.996, -1.806], [-5.367, 0.742, 1.116], [-4.388, 2.909, 1.870], [-2.463, 4.440, 1.509], [-1.265, 4.096, 0.291], [1.664, -3.347, -4.980], [1.074, -2.076, -4.734], [1.867, -1.060, -4.360], [3.257, -1.118, -4.351], [4.004, 0.019, -4.086], [3.376, 1.219, -3.790], [1.995, 1.268, -3.735], [1.231, 0.143, -4.014], [-0.172, 0.354, -4.138], [-1.235, -0.405, -4.126], [-1.486, -1.740, -3.703], [-2.595, -2.378, -4.285], [-3.070, -3.577, -3.815], [-2.475, -4.129, -2.677], [-1.422, -3.495, -2.056], [-0.890, -2.295, -2.556], [0.136, -1.757, -1.940], [0.838, -4.015, -5.211], [2.188, -3.708, -4.093], [2.348, -3.307, -5.829], [3.761, -2.041, -4.600], [5.084, -0.036, -4.123], [3.957, 2.110, -3.595], [1.486, 2.190, -3.473], [-0.385, 1.322, -4.341], [-2.106, 0.117, -4.502], [-3.072, -1.905, -5.136], [-3.903, -4.071, -4.295], [-2.854, -5.059, -2.271], [-0.975, -3.902, -1.157]],
  "molar_mass_g_mol": 796.8,
  "s2": 2.01,
  "multiplicity": 3,
  "e_above_lowest_kj_mol": 0.0,
  "gap_ev": [7.41, 7.39],
  "total_energy_ha": -3720.7609,
  "total_charge": 1,
  "fmax_ev_per_a": 1.04
}



{
  "formula": "C25H35N3O6S",
  "method": "the ωB97M-V functional and the def2-TZVPD basis",
  "species": ["C", "C", "O", "N", "C", "C", "C", "C", "S", "O", "O", "N", "C", "C", "C", "O", "O", "C", "C", "O", "N", "C", "C", "C", "C", "C", "C", "C", "C", "C", "C", "C", "C", "C", "C", "H", "H", "H", "H", "H", "H", "H", "H", "H", "H", "H", "H", "H", "H", "H", "H", "H", "H", "H", "H", "H", "H", "H", "H", "H", "H", "H", "H", "H", "H", "H", "H", "H", "H", "H"],
  "coordinates": [[-6.324, -3.065, 0.863], [-5.213, -2.053, 1.032], [-4.841, -1.638, 2.100], [-4.685, -1.662, -0.176], [-3.661, -0.756, -0.429], [-2.938, -0.131, 0.588], [-1.927, 0.759, 0.270], [-1.638, 1.028, -1.056], [-0.375, 2.215, -1.497], [-0.060, 2.058, -2.882], [0.694, 2.137, -0.541], [-1.080, 3.713, -1.298], [-2.146, 3.996, -2.228], [-1.321, 4.103, 0.072], [-0.016, 4.059, 0.870], [0.922, 4.773, 0.662], [-0.117, 3.193, 1.881], [1.007, 3.063, 2.754], [1.394, 1.597, 2.999], [1.792, 1.238, 4.089], [1.268, 0.805, 1.930], [1.627, -0.603, 1.974], [0.411, -1.398, 2.458], [2.222, -1.075, 0.625], [3.275, -0.064, 0.148], [3.914, -0.535, -1.157], [4.592, -1.887, -0.945], [3.548, -2.902, -0.487], [2.470, -3.042, -1.560], [1.796, -1.687, -1.772], [2.831, -0.661, -2.227], [1.154, -1.225, -0.464], [2.912, -2.433, 0.821], [-2.345, 0.414, -2.074], [-3.350, -0.479, -1.764], [-5.950, -3.954, 0.359], [-7.134, -2.642, 0.274], [-6.702, -3.344, 1.842], [-5.097, -2.073, -1.002], [-3.170, -0.347, 1.618], [-1.353, 1.227, 1.054], [-1.837, 3.600, -3.192], [-2.280, 5.074, -2.309], [-3.095, 3.535, -1.926], [-1.661, 5.143, 0.069], [-2.080, 3.475, 0.560], [1.862, 3.592, 2.319], [0.753, 3.518, 3.716], [1.001, 1.209, 1.042], [2.408, -0.689, 2.741], [-0.440, -1.249, 1.799], [0.143, -1.048, 3.452], [0.636, -2.458, 2.519], [2.813, 0.908, -0.026], [4.040, 0.056, 0.919], [4.658, 0.201, -1.477], [5.378, -1.795, -0.192], [5.057, -2.223, -1.875], [4.029, -3.874, -0.323], [2.919, -3.386, -2.495], [1.730, -3.783, -1.250], [1.016, -1.781, -2.538], [2.345, 0.305, -2.382], [3.275, -0.973, -3.175], [0.655, -0.270, -0.633], [0.402, -1.955, -0.159], [2.188, -3.179, 1.154], [3.681, -2.345, 1.592], [-2.081, 0.635, -3.096], [-3.900, -0.968, -2.555]],
  "molar_mass_g_mol": 505.6,
  "e_above_lowest_kj_mol": 24.8,
  "gap_ev": 9.44,
  "total_energy_ha": -1987.6245,
  "smiles": "CC(=O)Nc1ccc(S(=O)(=O)N(C)CC(=O)OCC(=O)N[C@@H](C)[C@]23C[C@H]4C[C@H](C[C@H](C4)C2)C3)cc1",
  "fmax_ev_per_a": 1.01
}



{
  "formula": "C25H51CeN3O3P2",
  "method": "the ωB97M-V functional and the def2-TZVPD basis",
  "species": ["Ce", "C", "O", "C", "O", "P", "C", "H", "C", "H", "C", "H", "C", "P", "H", "H", "C", "H", "C", "H", "H", "H", "C", "H", "H", "H", "C", "H", "H", "H", "C", "H", "H", "H", "C", "H", "H", "H", "C", "H", "H", "H", "C", "H", "H", "H", "C", "H", "C", "H", "H", "C", "H", "H", "H", "C", "H", "H", "H", "C", "H", "H", "H", "C", "H", "H", "H", "H", "H", "C", "N", "C", "C", "C", "N", "C", "O", "N", "H", "H", "H", "H", "H", "H", "H"],
  "coordinates": [[-0.636, -0.256, -0.551], [-0.149, 2.108, -0.578], [0.102, 3.224, -0.836], [0.998, -1.439, 0.740], [1.859, -1.912, 1.378], [1.958, -0.276, -1.811], [3.509, 0.526, -1.202], [4.289, 0.206, -1.912], [2.564, -1.983, -2.231], [2.603, -2.458, -1.238], [1.711, 0.776, -3.359], [1.726, 1.790, -2.941], [-2.921, 1.876, 1.928], [-1.518, 0.666, 2.149], [-0.706, 1.584, 4.284], [-2.416, 2.754, 1.502], [-2.026, -0.596, 3.456], [-2.409, 0.043, 4.268], [1.554, -2.758, -3.078], [1.890, -3.797, -3.231], [1.425, -2.291, -4.066], [0.571, -2.819, -2.597], [3.944, -2.109, -2.871], [3.951, -1.688, -3.873], [4.233, -3.163, -2.951], [4.741, -1.621, -2.317], [2.856, 0.669, -4.343], [3.840, 0.715, -3.889], [2.809, 1.499, -5.051], [2.815, -0.253, -4.915], [0.355, 0.611, -4.006], [0.309, 1.186, -4.938], [-0.465, 0.974, -3.376], [0.114, -0.421, -4.252], [3.437, 2.072, -1.300], [3.769, 2.387, -2.302], [4.107, 2.517, -0.547], [2.417, 2.479, -1.179], [3.931, -0.019, 0.169], [3.203, 0.196, 0.960], [4.875, 0.463, 0.471], [4.082, -1.110, 0.160], [-3.586, 2.255, 3.241], [-2.890, 2.557, 4.023], [-4.171, 1.420, 3.631], [-4.264, 3.099, 3.080], [-3.951, 1.434, 0.887], [-4.313, 0.408, 1.037], [0.999, 0.892, 3.143], [-3.551, 1.501, -0.134], [-4.825, 2.104, 0.915], [-0.170, 3.091, 2.783], [1.229, 0.764, 2.076], [1.742, 1.538, 3.621], [1.107, -0.114, 3.563], [-0.340, 1.620, 3.237], [0.709, 3.537, 3.275], [-1.044, 3.702, 3.045], [0.001, 3.206, 1.700], [-0.870, -1.438, 4.007], [-0.275, -1.919, 3.215], [-1.274, -2.228, 4.657], [-0.206, -0.852, 4.646], [-3.125, -1.544, 2.978], [-2.775, -2.213, 2.173], [-4.025, -1.028, 2.619], [-3.430, -2.183, 3.825], [1.774, 2.092, 0.489], [2.005, 1.466, 0.812], [-5.441, -1.766, -0.851], [-4.390, -1.689, -1.891], [-4.772, -1.679, -3.216], [-3.782, -1.632, -4.159], [-2.444, -1.592, -3.756], [-2.127, -1.343, -2.462], [-3.119, -1.415, -1.532], [-2.774, -1.173, -0.299], [-1.379, -1.794, -4.603], [-4.995, -2.098, 0.085], [-6.198, -2.481, -1.194], [-5.958, -0.805, -0.706], [-5.856, -1.782, -3.395], [-3.998, -1.676, -5.229], [-1.700, -2.009, -5.547], [-0.775, -2.486, -4.171]],
  "molar_mass_g_mol": 643.8,
  "gap_ev": [6.01, 5.98],
  "total_energy_ha": -2529.4002,
  "total_charge": 4,
  "fmax_ev_per_a": 8.73
}



Q: Which formula does entry 3 have?
A: C25H35N3O6S